1.
{"formula": "C2H4N2", "method": "ωB97M-V/def2-TZVPD", "relative_energy_kcal_mol": 15.9, "homo_ev": -10.39, "homo_lumo_gap_ev": 11.2, "e_tot_ev": -5118.2699, "lumo_ev": 0.81, "elements": ["C", "C", "N", "N", "H", "H", "H", "H"], "positions_angstrom": [[-1.44, 0.98, -0.53], [-0.73, -0.20, -0.09], [-1.90, 1.98, -0.84], [0.66, 0.08, 0.27], [-1.25, -0.68, 0.74], [-0.63, -0.97, -1.01], [1.18, 0.32, -0.56], [0.73, 0.85, 0.92]]}

2.
{"formula": "C2H4N2", "method": "ωB97M-V/def2-TZVPD", "relative_energy_kcal_mol": 90.0, "homo_ev": -24.81, "homo_lumo_gap_ev": 10.9, "total_charge": 2, "e_tot_ev": -5092.8367, "lumo_ev": -13.90, "elements": ["C", "C", "N", "N", "H", "H", "H", "H"], "positions_angstrom": [[-0.36, 0.49, -0.94], [0.26, -0.66, 0.71], [0.40, -0.55, -0.79], [-0.47, 0.40, 0.90], [-0.59, 1.37, -1.54], [0.74, -1.02, 1.60], [1.00, -1.12, -1.42], [-0.98, 1.09, 1.47]]}

3.
{"formula": "C2H4N2O", "method": "ωB97M-V/def2-TZVPD", "relative_energy_kcal_mol": 87.8, "homo_ev": -8.39, "homo_lumo_gap_ev": 9.0, "e_tot_ev": -7162.6702, "lumo_ev": 0.60, "elements": ["C", "C", "N", "N", "O", "H", "H", "H", "H"], "positions_angstrom": [[0.30, 1.02, 0.06], [-0.57, -0.01, 0.00], [1.50, -0.15, 0.06], [0.35, -1.04, 0.14], [-1.90, -0.19, 0.16], [0.43, 2.03, -0.29], [2.08, -0.28, 0.86], [0.20, -1.79, -0.52], [-2.39, 0.42, -0.46]]}

4.
{"formula": "C2H4N2O", "method": "ωB97M-V/def2-TZVPD", "relative_energy_kcal_mol": 81.3, "homo_ev": -9.82, "homo_lumo_gap_ev": 10.9, "e_tot_ev": -7162.9538, "lumo_ev": 1.09, "elements": ["C", "C", "N", "N", "O", "H", "H", "H", "H"], "positions_angstrom": [[-0.25, 1.16, 0.14], [-0.75, 0.32, 1.05], [0.82, -1.45, -1.03], [1.10, -1.11, 0.01], [0.60, -1.84, -2.14], [-0.45, 1.27, -0.93], [0.60, 1.86, 0.34], [-0.25, 0.14, 1.92], [-1.43, -0.36, 0.63]]}

5.
{"formula": "C2H4N2O2", "method": "ωB97M-V/def2-TZVPD", "relative_energy_kcal_mol": 151.8, "homo_ev": [-8.15, -8.15], "homo_lumo_gap_ev": [8.0, 8.0], "e_tot_ev": -9208.6400, "lumo_ev": [-0.13, -0.13], "elements": ["C", "C", "N", "N", "O", "O", "H", "H", "H", "H"], "positions_angstrom": [[-0.42, -0.91, -0.14], [1.12, 0.80, -0.08], [-0.12, 0.34, 0.11], [2.33, -0.05, -0.03], [3.39, 0.56, -0.04], [2.25, -1.27, 0.12], [-1.27, -1.29, 0.23], [0.22, -1.64, -0.59], [1.19, 1.89, 0.09], [-0.78, 0.94, 0.53]]}

6.
{"formula": "C2H4N2O2", "method": "ωB97M-V/def2-TZVPD", "relative_energy_kcal_mol": 17.6, "homo_ev": -9.98, "homo_lumo_gap_ev": 10.9, "e_tot_ev": -9214.4580, "lumo_ev": 0.87, "elements": ["N", "C", "O", "N", "C", "O", "H", "H", "H", "H"], "positions_angstrom": [[-0.86, 1.72, 0.08], [0.22, 0.93, -0.17], [1.31, 1.33, -0.53], [-0.14, -0.41, 0.06], [0.69, -1.36, -0.09], [0.21, -2.57, 0.15], [-0.77, 2.72, 0.03], [-1.69, 1.30, 0.47], [-0.71, -2.32, 0.38], [1.74, -1.32, -0.38]]}

7.
{"formula": "C2H4N2O2", "method": "ωB97M-V/def2-TZVPD", "relative_energy_kcal_mol": 81.2, "homo_ev": -9.24, "homo_lumo_gap_ev": 9.6, "e_tot_ev": -9211.7014, "lumo_ev": 0.36, "elements": ["C", "C", "H", "H", "H", "H", "N", "N", "O", "O"], "positions_angstrom": [[-0.15, 0.65, -0.14], [0.23, -0.79, 0.02], [0.11, 2.43, 0.64], [0.36, 1.10, 1.80], [-1.45, 0.59, -1.90], [-0.12, -1.14, -1.70], [0.33, 1.47, 0.79], [-1.23, 0.99, -0.75], [0.27, -1.50, -0.94], [0.60, -0.93, 1.14]]}

8.
{"formula": "C2H4N2O2", "method": "ωB97M-V/def2-TZVPD", "relative_energy_kcal_mol": 179.7, "homo_ev": -10.22, "homo_lumo_gap_ev": 9.8, "e_tot_ev": -9207.4293, "lumo_ev": -0.44, "elements": ["C", "C", "H", "H", "H", "H", "N", "N", "O", "O"], "positions_angstrom": [[-0.59, 0.42, 0.98], [0.78, -1.65, -1.26], [-0.56, 2.49, 1.58], [-0.08, 2.32, 0.06], [1.15, -0.71, -1.75], [0.87, -2.74, -2.04], [-1.09, 1.64, 0.56], [0.11, -1.51, -0.10], [-0.71, -0.12, 2.10], [0.11, -0.14, -0.12]]}

9.
{"formula": "C2H4N2O2", "method": "ωB97M-V/def2-TZVPD", "relative_energy_kcal_mol": 126.5, "homo_ev": -9.74, "homo_lumo_gap_ev": 9.6, "e_tot_ev": -9209.7378, "lumo_ev": -0.12, "elements": ["C", "C", "N", "N", "O", "O", "H", "H", "H", "H"], "positions_angstrom": [[2.84, -0.06, -0.39], [-1.17, 0.02, -0.46], [2.41, -0.99, -0.90], [0.02, 0.47, 0.26], [3.47, 0.81, 0.24], [0.83, 0.98, -0.49], [2.91, 1.52, 0.45], [-1.16, 0.45, -1.42], [-0.89, -1.07, -0.24], [-2.00, 0.27, 0.24]]}

10.
{"formula": "C2H4N2O2S", "method": "ωB97M-V/def2-TZVPD", "relative_energy_kcal_mol": 118.4, "homo_ev": -8.77, "homo_lumo_gap_ev": 7.9, "e_tot_ev": -20044.3479, "lumo_ev": -0.83, "elements": ["C", "C", "H", "H", "H", "H", "N", "N", "O", "O", "S"], "positions_angstrom": [[-0.53, 0.03, -0.45], [0.92, -0.16, -0.07], [-1.13, -0.69, 2.15], [-2.41, -0.36, 0.19], [1.63, 0.12, -0.96], [-0.62, 1.42, -3.03], [-1.47, -0.51, 0.38], [-0.94, 0.75, -1.48], [-1.20, 0.14, 1.59], [0.04, 1.18, -2.38], [1.65, -0.75, 1.18]]}

11.
{"formula": "C2H4N2O2S", "method": "ωB97M-V/def2-TZVPD", "relative_energy_kcal_mol": 37.9, "homo_ev": -9.52, "homo_lumo_gap_ev": 9.4, "e_tot_ev": -20047.8378, "lumo_ev": -0.11, "elements": ["C", "C", "H", "H", "H", "H", "N", "N", "O", "O", "S"], "positions_angstrom": [[0.30, 1.86, 0.31], [-0.18, -1.42, 0.28], [1.04, 0.72, -1.20], [1.66, 2.33, -1.08], [-1.33, 1.16, 1.06], [0.24, -1.33, 1.31], [1.18, 1.57, -0.68], [-0.48, 0.79, 0.79], [0.20, 2.95, 0.86], [-0.66, -0.23, -0.14], [-0.22, -2.74, -0.64]]}

12.
{"formula": "C2H4N2O2S", "method": "ωB97M-V/def2-TZVPD", "relative_energy_kcal_mol": 103.1, "homo_ev": -8.73, "homo_lumo_gap_ev": 8.8, "e_tot_ev": -20045.0105, "lumo_ev": 0.05, "elements": ["C", "C", "N", "N", "O", "O", "S", "H", "H", "H", "H"], "positions_angstrom": [[-0.47, -0.75, -0.99], [-0.73, -0.44, -2.38], [-1.44, 0.25, -1.63], [0.54, 0.28, 2.36], [0.64, -0.36, -0.43], [1.05, 2.14, 0.93], [0.12, 1.08, 0.98], [-0.96, -1.51, -0.55], [-0.43, -0.49, -3.38], [0.35, -0.68, 2.15], [1.34, 0.47, 2.95]]}

13.
{"formula": "C2H4N2O2S", "method": "ωB97M-V/def2-TZVPD", "relative_energy_kcal_mol": 65.4, "homo_ev": -9.87, "homo_lumo_gap_ev": 10.2, "e_tot_ev": -20046.6470, "lumo_ev": 0.36, "elements": ["C", "C", "H", "H", "H", "H", "N", "N", "O", "O", "S"], "positions_angstrom": [[0.01, 0.87, -0.26], [-1.35, -1.48, 0.34], [1.73, -0.16, 1.06], [1.74, 0.56, -1.28], [-0.69, 2.66, -0.04], [-0.87, -1.65, -0.65], [1.00, 0.02, -0.74], [-0.06, 2.09, -0.63], [1.61, -0.74, 0.26], [-1.92, -2.38, 0.94], [-1.19, 0.20, 0.98]]}

14.
{"formula": "C2H4N2O3", "method": "ωB97M-V/def2-TZVPD", "relative_energy_kcal_mol": 149.6, "homo_ev": -9.52, "homo_lumo_gap_ev": 10.0, "e_tot_ev": -11256.0797, "lumo_ev": 0.48, "elements": ["C", "C", "H", "H", "H", "H", "N", "N", "O", "O", "O"], "positions_angstrom": [[-1.39, 0.13, -0.38], [1.44, -0.73, 0.12], [-0.69, 1.93, 1.82], [-2.29, -0.60, -0.51], [-0.45, -0.67, -2.06], [2.29, -0.38, 0.60], [-1.53, 0.60, 0.79], [-0.25, 0.14, -1.14], [-0.36, 1.48, 0.96], [1.05, 0.13, -0.70], [0.97, -1.85, 0.26]]}

15.
{"formula": "C2H4N2O5", "method": "ωB97M-V/def2-TZVPD", "relative_energy_kcal_mol": 99.8, "homo_ev": -10.41, "homo_lumo_gap_ev": 10.1, "e_tot_ev": -15351.0190, "lumo_ev": -0.33, "elements": ["C", "C", "N", "N", "O", "O", "O", "O", "O", "H", "H", "H", "H"], "positions_angstrom": [[-0.63, 1.53, 0.04], [-0.80, 0.14, -0.46], [2.22, 0.53, 0.25], [-0.74, -0.88, 0.23], [-0.99, 2.47, -0.80], [-0.12, 1.70, 1.13], [1.95, -0.35, 1.33], [2.94, 1.39, 0.62], [1.66, 0.30, -0.76], [-1.15, 0.08, -1.62], [1.31, -1.10, 1.32], [-0.76, -1.84, -0.15], [-1.27, 2.11, -1.71]]}

16.
{"formula": "C2H4N2OS", "method": "ωB97M-V/def2-TZVPD", "relative_energy_kcal_mol": 82.4, "homo_ev": -9.01, "homo_lumo_gap_ev": 8.5, "e_tot_ev": -17999.0842, "lumo_ev": -0.56, "elements": ["C", "C", "H", "H", "H", "H", "N", "N", "O", "S"], "positions_angstrom": [[0.06, 1.59, 0.20], [-0.53, -0.43, -0.95], [1.26, -1.63, 0.28], [0.16, -1.10, 1.35], [0.90, 1.65, 1.05], [-1.36, 0.10, -1.64], [0.92, -0.66, 0.82], [0.09, 0.18, 0.05], [-0.73, 2.38, -0.19], [-0.78, -2.07, -0.97]]}

17.
{"formula": "C2H4N2OS", "method": "ωB97M-V/def2-TZVPD", "relative_energy_kcal_mol": 82.0, "homo_ev": -9.26, "homo_lumo_gap_ev": 9.6, "e_tot_ev": -17999.1036, "lumo_ev": 0.32, "elements": ["C", "C", "N", "N", "O", "S", "H", "H", "H", "H"], "positions_angstrom": [[0.34, 1.21, 0.02], [0.96, -0.25, 0.07], [-0.91, 1.32, -0.15], [-0.03, -1.34, -0.13], [-2.61, -0.32, 0.71], [-1.74, -0.18, -0.42], [0.93, 2.07, 0.34], [1.94, -0.25, -0.53], [1.15, -0.32, 1.10], [-0.04, -1.93, -1.01]]}

18.
{"formula": "C2H4N2OS", "method": "ωB97M-V/def2-TZVPD", "relative_energy_kcal_mol": 119.9, "homo_ev": -8.62, "homo_lumo_gap_ev": 9.0, "e_tot_ev": -17997.4617, "lumo_ev": 0.40, "elements": ["C", "C", "N", "N", "O", "S", "H", "H", "H", "H"], "positions_angstrom": [[0.03, -1.16, 1.13], [-0.06, -0.56, -1.21], [-0.17, -1.22, -0.04], [0.80, 1.08, 0.75], [-1.23, 2.18, -0.37], [0.06, 1.57, -0.56], [0.24, -1.54, 2.11], [0.95, -0.63, -1.50], [-0.89, -0.83, -1.95], [0.26, 1.12, 1.63]]}

19.
{"formula": "C2H4N2OS", "method": "ωB97M-V/def2-TZVPD", "relative_energy_kcal_mol": 77.1, "homo_ev": -8.94, "homo_lumo_gap_ev": 8.4, "e_tot_ev": -17999.3143, "lumo_ev": -0.58, "elements": ["C", "C", "H", "H", "H", "H", "N", "N", "O", "S"], "positions_angstrom": [[-0.19, -0.31, -0.26], [-0.48, 0.77, 0.78], [1.72, -0.86, 0.49], [1.05, -1.69, -0.87], [-1.54, 1.12, 0.87], [-1.71, -1.76, -2.34], [1.08, -0.80, -0.41], [-1.27, -0.61, -0.90], [-0.94, -1.43, -1.94], [0.84, 1.36, 1.46]]}

20.
{"formula": "C2H4N2OS", "method": "ωB97M-V/def2-TZVPD", "relative_energy_kcal_mol": 114.5, "homo_ev": -8.15, "homo_lumo_gap_ev": 8.4, "e_tot_ev": -17997.6920, "lumo_ev": 0.24, "elements": ["C", "C", "N", "N", "O", "S", "H", "H", "H", "H"], "positions_angstrom": [[-1.38, -0.73, 0.01], [0.88, -0.28, -0.26], [-2.67, 1.70, 0.22], [-1.53, 1.49, 0.40], [-0.15, -1.21, -0.12], [-2.94, -1.13, -0.11], [1.12, 0.28, 0.62], [0.84, 0.25, -1.14], [1.86, -0.80, -0.29], [-3.16, 0.76, -0.11]]}